Molecular formula: C49H61CrNO4S
Method: DFT, ωB97M-V/def2-TZVPD

Each line ends with the Mulliken spin population.
CARTESIAN COORDINATES (ANGSTROEM)
Cr  -1.17946  2.01655  0.33241  2.719
C  -4.30596  1.10248  0.40259  0.001
O  -2.93342  0.84485  0.26365  -0.021
C  -2.59085  -0.52037  0.00632  0.030
C  -2.46236  -0.84426  -1.30901  0.000
C  -2.90054  0.00937  -2.49197  -0.013
C  -1.81694  0.82908  -3.21190  -0.004
C  -1.93121  1.15399  -4.60059  0.003
C  -0.90210  1.82240  -5.26826  0.004
C  0.16808  2.23282  -4.53700  0.002
C  0.25754  2.04211  -3.15797  -0.003
C  1.41253  2.65795  -2.33854  -0.003
C  1.94443  1.86644  -1.15627  0.011
C  2.83655  0.77418  -1.40619  0.004
C  3.31689  -0.00069  -0.38868  0.004
C  2.91959  0.30997  0.92978  -0.006
C  2.08687  1.35222  1.24401  -0.009
C  1.65678  1.65349  2.63964  0.013
C  0.83341  0.61725  3.34889  -0.004
C  1.11645  0.05144  4.59987  0.003
C  0.26099  -0.83000  5.20231  0.000
C  -0.89214  -1.20756  4.50209  -0.001
C  -1.20858  -0.67733  3.25098  -0.009
C  -2.50512  -0.88426  2.48836  0.008
C  -2.33030  -1.32930  1.08681  0.003
C  -1.77179  -2.55615  0.79223  -0.003
C  -1.52791  -2.93047  -0.52833  0.003
C  -1.91274  -2.08789  -1.57870  -0.001
C  -0.87986  -4.25985  -0.93028  -0.001
C  0.53206  -4.01412  -1.38940  0.000
C  -0.85946  -5.15622  0.33703  0.000
C  -1.73244  -4.97570  -1.94290  0.000
C  -0.30623  0.24827  2.72431  0.003
O  -0.62418  0.77227  1.53496  0.104
C  0.51783  -1.37695  6.64266  -0.001
C  0.37635  -2.93744  6.70688  -0.001
C  -0.45423  -0.65453  7.60246  0.000
C  1.87363  -0.99015  7.14419  0.000
C  1.66166  2.11449  0.17154  -0.010
O  0.58376  3.09607  0.37799  -0.023
C  0.95641  4.44263  0.62273  0.013
C  4.25740  -1.20200  -0.58119  -0.001
C  4.63572  -1.37051  -2.07136  0.000
C  5.58860  -0.93863  0.06820  0.000
C  3.59654  -2.46926  -0.03822  0.000
C  -0.75030  1.38062  -2.50818  0.003
O  -0.64511  1.19105  -1.15446  0.151
C  -0.95495  2.01757  -6.81536  0.000
C  0.31345  2.64034  -7.35770  0.000
C  -2.14134  2.90129  -7.21833  0.000
C  -1.17552  0.64447  -7.42344  0.000
H  -4.66111  1.00058  1.40065  0.001
H  -4.44552  2.12350  0.08535  0.001
H  -4.85954  0.53165  -0.34210  0.000
H  -3.31023  -0.73674  -3.15612  0.000
H  -3.71395  0.65947  -2.15212  0.000
H  -2.87795  0.88729  -5.08996  0.000
H  1.01088  2.73635  -5.00731  0.000
H  2.24161  2.82077  -3.06098  0.001
H  1.18085  3.72052  -2.03609  0.001
H  3.11312  0.56985  -2.41438  0.000
H  3.24898  -0.31770  1.73303  0.000
H  2.57605  1.88087  3.22195  0.000
H  1.06115  2.59424  2.57761  -0.002
H  2.08647  0.34154  4.99130  0.000
H  -1.65268  -1.85671  4.99880  0.000
H  -3.14915  -1.62437  2.99938  0.001
H  -3.17413  0.04554  2.62378  0.001
H  -1.48259  -3.22318  1.62846  0.001
H  -1.83725  -2.44226  -2.59828  0.000
H  1.15378  -3.82656  -0.53790  0.000
H  0.85900  -4.93309  -1.92252  0.000
H  0.58346  -3.13820  -2.02819  0.000
H  -0.21493  -4.79398  1.12605  0.000
H  -1.90674  -5.37248  0.68966  0.000
H  -0.51263  -6.19826  0.03365  0.000
H  -1.63902  -4.48091  -2.92717  0.000
H  -1.33829  -5.99040  -2.07277  0.000
H  -2.78870  -4.93799  -1.66632  0.000
H  -0.68914  -3.21776  6.66093  0.000
H  0.96308  -3.40895  5.98037  0.000
H  0.73183  -3.24809  7.72033  0.000
H  -1.48453  -1.03457  7.44452  0.000
H  -0.12553  -0.83953  8.60967  0.000
H  -0.43769  0.39683  7.38287  0.000
H  2.75464  -1.43192  6.63726  0.000
H  2.04629  0.07002  7.05107  0.000
H  2.00871  -1.32441  8.19710  0.000
H  0.53856  4.92710  -0.26429  0.001
H  0.53511  4.91381  1.50245  0.001
H  2.04195  4.54259  0.62455  -0.001
H  5.07336  -0.43831  -2.49951  0.000
H  5.44542  -2.11832  -2.17843  0.000
H  3.87112  -1.70650  -2.73173  0.000
H  6.11200  -0.12026  -0.35050  0.000
H  5.52593  -0.70489  1.13660  0.000
H  6.29434  -1.78343  -0.01404  0.000
H  2.61370  -2.56956  -0.43975  0.000
H  4.14292  -3.32467  -0.37180  0.000
H  3.48554  -2.45009  1.06501  0.000
H  0.61177  3.57571  -6.86975  0.000
H  1.16735  1.98441  -7.26547  0.000
H  0.22106  2.90560  -8.39293  0.000
H  -1.97465  3.94782  -6.91934  0.000
H  -2.25221  2.88500  -8.28467  0.000
H  -3.07906  2.57564  -6.76108  0.000
H  -0.41180  -0.04870  -7.07002  0.000
H  -2.19629  0.29182  -7.08782  0.000
H  -1.13597  0.70057  -8.55124  0.000
S  -2.67393  5.38616  2.75799  0.005
C  -2.36027  4.11358  3.76490  -0.007
C  -1.98184  3.03424  3.04744  0.016
N  -2.02365  3.19110  1.69040  -0.044
C  -2.39167  4.44601  1.42385  0.042
H  -2.54189  4.28456  4.81255  0.001
H  -1.67047  2.10383  3.38209  0.004
H  -2.31345  4.88218  0.44434  0.006

Cartesian forces, eV/Å:
0.21 -1.37 0.59
-0.37 0.85 -1.42
0.73 -0.39 -0.06
-0.65 1.37 0.66
0.54 -0.65 -1.39
0.39 0.37 0.62
-0.89 0.35 -1.16
-0.26 -0.56 1.63
-1.07 -0.20 -1.35
1.53 0.48 0.94
0.90 0.97 0.26
0.19 0.95 -0.63
1.22 -1.04 -0.32
-1.07 1.40 0.24
0.25 -0.45 1.27
0.28 -0.35 -0.51
-0.01 -0.05 -0.50
0.55 1.16 0.89
0.96 0.00 0.57
1.04 0.90 -1.09
-0.19 -1.09 1.01
-1.35 -0.25 0.18
0.00 -0.03 0.81
-1.49 0.65 1.84
0.28 0.23 -0.73
0.46 -0.89 0.28
-0.04 -0.14 -0.72
-0.20 -0.18 0.90
-0.83 0.07 2.50
-0.10 -0.83 -0.82
-0.67 -2.17 -1.07
0.21 0.32 -1.29
-1.71 -0.17 -1.20
0.17 0.36 -0.46
-0.40 -0.26 -0.82
-1.18 1.68 2.28
-0.73 -1.25 -1.00
1.92 -0.65 0.44
-1.23 1.01 -0.93
0.53 -1.60 0.69
-0.05 0.60 -1.46
-0.06 0.40 -1.27
1.25 0.17 -0.07
0.73 -0.71 1.72
0.03 0.74 0.65
-0.21 -0.87 1.12
-0.14 0.00 -1.57
-0.44 0.26 0.83
0.56 0.47 0.44
0.11 0.54 0.90
-0.90 -0.36 -0.74
-0.29 -0.45 0.80
-0.15 0.61 0.12
-0.14 -0.40 0.40
-0.29 0.17 -0.60
0.04 0.03 -0.32
0.60 -0.10 0.01
-0.22 -0.09 0.00
-0.28 -0.29 0.46
-0.14 -1.08 -0.14
0.07 -0.08 -0.62
0.23 -0.26 0.37
-0.57 -0.06 -0.14
0.41 -0.51 0.36
-0.22 -0.14 0.44
0.80 0.39 -0.46
0.57 -0.03 -0.03
1.25 -1.04 -0.61
-0.31 0.55 -0.65
0.15 0.19 -0.05
0.44 -0.06 0.41
0.23 0.69 0.23
0.11 -0.02 -0.37
0.02 0.08 0.22
0.96 0.57 -0.05
-0.02 1.27 0.38
-0.12 -0.28 0.27
-0.43 0.06 0.04
0.12 -0.38 0.02
0.46 -0.11 -0.27
0.74 -0.75 -1.18
-0.24 0.08 -0.75
0.44 0.29 0.27
-0.17 0.00 0.55
0.00 0.58 0.08
-0.63 -0.13 -0.21
-0.09 0.51 0.43
-0.26 0.48 -0.54
0.37 0.77 0.22
-0.20 -0.46 0.46
-0.11 -0.07 0.04
-0.40 -0.50 0.40
-0.37 0.24 0.28
-1.00 -0.15 -0.37
0.33 1.06 -0.73
-0.21 -0.15 0.00
-0.52 0.03 -0.04
-0.71 0.09 -0.33
0.55 -0.69 0.11
0.29 -0.12 -0.56
-0.33 -0.08 0.12
0.26 -0.38 0.01
-0.25 -0.10 -0.70
-0.04 -0.27 -0.02
-0.13 -0.03 -0.65
0.06 -0.06 -0.06
-0.08 -0.15 -0.10
1.15 0.05 -0.63
-0.15 -0.15 1.15
-0.72 1.52 -0.61
0.02 -0.32 1.03
-0.48 0.08 -0.43
-0.38 2.40 0.81
0.69 -0.57 -0.78
0.35 -0.49 0.17
0.38 -1.53 0.96
-0.32 -0.04 -0.31

Calculated values
- HOMO energy (spin up / spin down) (eV) = -10.32 / -10.26
- LUMO level (spin up / spin down) (eV) = -3.241 / -3.041
- HOMO-LUMO gap (spin up / spin down) (eV) = 7.08 / 7.22
- E (hartree) = -3701.93492
- 2S+1 = 4
- total charge = +1
- molar mass (g mol⁻¹) = 812.1